Formula: C5H9NO
Source: OMol25
Level of theory: the ωB97M-V functional and the def2-TZVPD basis

```
16
Properties=species:S:1:pos:R:3:lowdin_charge:R:1
C 1.12 -0.23 2.29 -0.165
C 0.51 0.47 1.10 -0.268
C 0.44 -0.48 -1.48 -0.027
C -0.93 -0.10 -1.57 -0.265
O -1.15 1.08 -2.09 0.099
C -0.84 0.27 0.96 -0.380
N -1.97 -0.01 0.71 0.095
H 2.20 -0.36 2.15 0.054
H 0.66 -1.22 2.43 0.067
H 0.96 0.33 3.23 0.062
H 0.83 1.50 0.94 0.079
H 1.18 0.31 -1.57 0.109
H 0.70 -1.35 -0.89 0.112
H -1.72 -0.81 -1.35 0.123
H 0.07 -0.81 -2.55 0.162
H -2.10 1.26 -2.16 0.144
```

Output
**Relative energy (zero: lowest compared OMol25 entry of this formula, charge and spin)**: 123.13 kcal/mol
**LUMO (spin up / spin down)**: 0.009 / 0.009 hartree
**E_HOMO (spin up / spin down)**: -6.5 / -6.5 eV


Formula: C5H9NO
Source: OMol25
Level of theory: the ωB97M-V functional and the def2-TZVPD basis

```
16
Properties=species:S:1:pos:R:3:lowdin_spin:R:1
O 0.63 2.29 -2.71 0.013
C 0.27 1.16 -2.64 0.007
C 0.69 0.28 -1.46 0.046
C -0.13 0.77 -0.19 0.056
C -0.53 -0.37 0.64 0.350
C -0.10 -0.56 1.94 0.204
N -0.13 -1.69 2.65 0.265
H -0.43 0.64 -3.31 0.002
H 1.75 0.45 -1.27 0.001
H 0.36 -0.74 -1.64 0.001
H -0.97 1.35 -0.58 0.016
H 0.49 1.44 0.40 -0.001
H -1.31 -0.93 0.13 0.009
H 0.55 0.19 2.40 0.010
H -0.66 -1.80 3.52 0.017
H -0.49 -2.48 2.12 0.003
```

Output
**Total charge**: +1
**2S+1**: 2
**Relative energy (zero: lowest compared OMol25 entry of this formula, charge and spin)**: 40.12 kcal/mol
**<S²>**: 0.759
**LUMO (spin up / spin down)**: -0.161 / -0.295 hartree
**E_HOMO (spin up / spin down)**: -13.5 / -13.5 eV


Formula: C5H9NO2
Source: OMol25
Level of theory: the ωB97M-V functional and the def2-TZVPD basis

```
17
Properties=species:S:1:pos:R:3:lowdin_charge:R:1
O 2.06 -1.61 0.29 0.116
C 0.90 -1.36 0.23 -0.527
O -0.05 -2.19 0.52 0.135
C 0.38 0.06 -0.29 -0.281
C 0.37 1.32 0.58 -0.153
C -0.66 2.25 0.04 -0.164
C -1.66 1.25 -0.60 -0.175
N -0.94 -0.01 -0.66 -0.072
H -0.89 -1.70 0.31 0.121
H 1.01 0.22 -1.25 0.175
H 0.19 0.97 1.61 0.132
H 1.34 1.80 0.53 0.118
H -0.21 2.85 -0.75 0.111
H -1.12 2.87 0.83 0.120
H -2.45 1.23 0.18 0.110
H -2.18 1.57 -1.48 0.101
H -1.16 -0.46 -1.53 0.133
```

Output
**Relative energy (zero: lowest compared OMol25 entry of this formula, charge and spin)**: 21.08 kcal/mol
**LUMO**: 0.024 hartree
**E_HOMO**: -9.2 eV
**SMILES string**: O=C(O)[C@@H]1CCCN1


Formula: C5H9NO2
Source: OMol25
Level of theory: the ωB97M-V functional and the def2-TZVPD basis

```
17
Properties=species:S:1:pos:R:3:lowdin_charge:R:1
C 2.12 0.94 0.22 -0.085
O 1.32 -0.12 0.79 -0.117
C 0.38 -0.62 -0.15 -0.535
O 0.87 -1.51 -1.10 0.049
C -0.83 -1.10 0.64 -0.071
C -1.95 -0.08 0.42 -0.177
C -1.44 0.87 -0.53 -0.180
N -0.26 0.66 -0.98 0.114
H 2.55 0.67 -0.69 0.046
H 2.99 1.15 0.94 0.116
H 1.44 1.84 0.04 0.098
H 1.61 -1.07 -1.58 0.115
H -0.44 -0.85 1.66 0.138
H -1.11 -2.09 0.29 0.127
H -2.62 0.17 1.23 0.107
H -2.80 -0.61 -0.12 0.133
H -1.83 1.75 -1.07 0.122
```

Output
**Relative energy (zero: lowest compared OMol25 entry of this formula, charge and spin)**: 60.84 kcal/mol
**LUMO**: 0.034 hartree
**E_HOMO**: -9.3 eV
**SMILES string**: CO[C@@]1(O)CCC=N1


Q: Among the records above, which one has the highest relative energy (zero: lowest compared OMol25 entry of this formula, charge and spin)?
A: number 1


Q: relative energy (zero: lowest compared OMol25 entry of this formula, charge and spin) of number 1 (C5H9NO)?
A: 123.13 kcal/mol


Q: Look up the relative energy (zero: lowest compared OMol25 entry of this formula, charge and spin) of the third one.
A: 21.08 kcal/mol


What did the fourth record say?
Formula: C5H9NO2
Source: OMol25
Level of theory: the ωB97M-V functional and the def2-TZVPD basis

```
17
Properties=species:S:1:pos:R:3:lowdin_charge:R:1
C 2.12 0.94 0.22 -0.085
O 1.32 -0.12 0.79 -0.117
C 0.38 -0.62 -0.15 -0.535
O 0.87 -1.51 -1.10 0.049
C -0.83 -1.10 0.64 -0.071
C -1.95 -0.08 0.42 -0.177
C -1.44 0.87 -0.53 -0.180
N -0.26 0.66 -0.98 0.114
H 2.55 0.67 -0.69 0.046
H 2.99 1.15 0.94 0.116
H 1.44 1.84 0.04 0.098
H 1.61 -1.07 -1.58 0.115
H -0.44 -0.85 1.66 0.138
H -1.11 -2.09 0.29 0.127
H -2.62 0.17 1.23 0.107
H -2.80 -0.61 -0.12 0.133
H -1.83 1.75 -1.07 0.122
```

Output
**Relative energy (zero: lowest compared OMol25 entry of this formula, charge and spin)**: 60.84 kcal/mol
**LUMO**: 0.034 hartree
**E_HOMO**: -9.3 eV
**SMILES string**: CO[C@@]1(O)CCC=N1